# 1
Here is 10 unconnected molecules or ions with the total composition C29H41BrClIN11O at a distorted geometry from OMol25. Energies are from ωB97M-V/def2-TZVPD.

- lowest unoccupied orbital energy (eV) = -5.430
- F_max (eV/A) = 10.166
- HOMO-LUMO gap (eV) = 6.599
- E_HOMO (eV) = -12.03
- total energy (hartree) = -5138.124480

```
! RIJCOSX wB97M-V def2-TZVPD def2/J DEFGRID3
* xyz 1 1
N 1.182 0.363 4.923
C 2.209 0.658 3.855
O 3.263 -0.204 3.797
C 2.235 1.920 2.820
C 1.319 1.776 1.478
N 0.282 0.679 1.494
C 0.401 -0.544 0.560
C 1.603 -0.778 -0.528
C 3.111 -0.877 0.097
C 4.159 0.255 -0.528
I 5.334 -0.625 -2.150
C -0.782 -1.728 0.587
C -2.099 -1.632 1.602
C -2.147 -0.278 2.557
Cl -3.596 -0.108 3.704
C -0.920 0.840 2.441
Br -1.167 2.470 3.643
H 0.824 1.217 5.401
H 0.427 -0.281 4.608
H 3.367 2.042 2.463
H 1.992 2.932 3.394
H 0.716 2.800 1.367
H 2.054 1.751 0.555
H 1.411 -1.807 -1.103
H 1.565 0.096 -1.329
H 3.030 -0.665 1.244
H 3.629 -1.933 -0.022
H 4.839 0.737 0.325
H 3.522 1.143 -0.961
H -0.734 -2.663 -0.133
H -2.934 -2.457 1.592
C -6.263 0.131 1.375
C -7.223 -1.002 1.052
N -8.019 -1.943 0.784
H -6.819 0.997 1.745
H -5.552 -0.189 2.141
H -5.712 0.420 0.476
C 10.194 -1.187 -2.134
C 9.365 -1.030 -3.398
N 8.678 -0.900 -4.447
H 10.572 -2.210 -2.060
H 11.041 -0.495 -2.155
H 9.579 -0.970 -1.256
C -11.167 -3.061 1.896
C -12.339 -3.497 2.760
N -13.311 -3.859 3.477
H -11.498 -2.917 0.864
H -10.756 -2.120 2.273
H -10.385 -3.825 1.916
C -1.732 1.334 8.005
C -1.402 2.788 7.711
N -1.128 3.994 7.467
H -1.016 0.679 7.500
H -1.684 1.151 9.081
H -2.740 1.101 7.648
C 8.531 1.187 -7.055
C 8.861 2.642 -7.349
N 9.135 3.848 -7.593
H 9.247 0.533 -7.560
H 8.579 1.004 -5.978
H 7.523 0.955 -7.412
C -3.281 1.018 -2.170
C -3.683 1.611 -0.829
N -4.016 2.103 0.283
H -3.372 1.775 -2.954
H -2.244 0.672 -2.129
H -3.929 0.173 -2.413
C -1.944 -3.471 -3.017
C -1.614 -2.017 -3.311
N -1.340 -0.810 -3.554
H -1.228 -4.125 -3.521
H -1.896 -3.654 -1.940
H -2.952 -3.704 -3.373
C -3.429 5.581 0.332
C -3.216 5.821 -1.154
N -3.039 6.021 -2.387
H -2.891 4.681 0.645
H -3.058 6.435 0.904
H -4.495 5.448 0.539
C 3.863 -3.773 -4.956
C 2.812 -3.572 -3.876
N 1.941 -3.404 -2.980
H 4.178 -2.805 -5.354
H 4.733 -4.287 -4.538
H 3.450 -4.376 -5.769
*
```



# 2
Here is a molecular structure, H14O9V at a distorted geometry from OMol25. Energies are from ωB97M-V/def2-TZVPD.

- lowest unoccupied orbital energy (eV) = -4.801
- F_max (eV/A) = 1.357
- HOMO-LUMO gap (eV) = 8.599
- E_HOMO (eV) = -13.40
- energy relative to the best compared isomer or geometry (same formula, charge and spin) (eV) = 0.3563
- total energy (hartree) = -1629.358343

```
! RIJCOSX wB97M-V def2-TZVPD def2/J DEFGRID3
* xyz 1 1
O -1.462 -0.441 -0.586
V 0.072 -0.401 -0.153
O 0.145 0.357 1.234
O 0.009 -2.505 0.348
H -0.783 -3.040 0.194
H 0.763 -3.105 0.418
O 2.368 -0.379 0.101
H 2.861 -0.322 0.934
H 2.953 -0.803 -0.541
O -0.955 -0.098 4.057
H -1.681 0.529 4.132
H -0.564 0.061 3.191
O -4.652 0.486 -1.620
H -4.818 0.062 -2.469
H -3.695 0.570 -1.556
O 0.307 1.400 -1.283
H 0.785 1.534 -2.112
H -0.581 1.769 -1.417
O 2.471 2.770 1.646
H 1.543 2.612 1.856
H 2.468 3.456 0.970
O 0.867 -1.303 -2.120
H 0.692 -2.251 -2.202
H 0.886 -0.960 -3.023
*
```



# 3
Here is a molecular structure, C15H24ClF6IrN3O13P2S3 at a distorted geometry from OMol25. Energies are from ωB97M-V/def2-TZVPD.

- lowest unoccupied orbital energy (alpha / beta) (eV) = 0.057 / -2.524
- F_max (eV/A) = 1.164
- HOMO-LUMO gap (alpha / beta) (eV) = 8.873 / 6.429
- E_HOMO (alpha / beta) (eV) = -8.82 / -8.95
- total energy (hartree) = -4769.337780

```
! RIJCOSX wB97M-V def2-TZVPD def2/J DEFGRID3
* xyz 0 6
Ir 0.457 0.678 0.399
O -0.314 -1.212 3.604
P 0.115 -1.828 2.217
O -0.103 -3.270 2.145
O -0.561 -0.938 1.116
O 1.683 -1.368 2.087
P 2.490 -1.481 0.681
O 3.984 -1.728 1.138
O 1.979 -2.547 -0.189
O 2.409 -0.030 0.121
H -0.660 -0.307 3.502
H 4.351 -0.971 1.605
C -0.320 -4.489 -1.101
C 0.037 -3.503 -2.209
S -0.417 -1.790 -1.861
C -1.672 -1.389 -3.094
C -2.975 -1.970 -2.577
S -2.872 -1.552 -0.813
C -3.618 -2.937 0.065
C -2.693 -4.104 0.383
S -2.055 -5.010 -1.058
H -0.045 -4.085 -0.126
H 0.272 -5.390 -1.258
H -0.402 -3.778 -3.168
H 1.124 -3.461 -2.296
H -1.375 -1.745 -4.080
H -1.682 -0.297 -3.109
H -2.997 -3.056 -2.683
H -3.856 -1.529 -3.042
H -4.486 -3.247 -0.521
H -3.972 -2.493 0.998
H -3.260 -4.817 0.982
H -1.849 -3.771 0.987
C 2.202 2.616 -1.823
C 1.036 1.873 -2.470
O 0.146 1.292 -1.564
C 1.605 0.796 -3.440
F 2.295 -0.124 -2.777
F 0.641 0.156 -4.124
F 2.426 1.328 -4.354
C 0.205 2.872 -3.319
F -0.834 2.288 -3.928
F 0.937 3.483 -4.255
F -0.307 3.841 -2.541
H 2.730 1.938 -1.155
H 1.822 3.457 -1.247
H 2.900 2.984 -2.573
O -3.286 0.230 2.168
Cl -2.499 1.387 1.898
O -3.249 2.598 2.032
O -1.337 1.438 2.798
O -1.970 1.318 0.519
C 1.644 3.068 4.852
N 1.085 3.386 3.543
C 0.196 4.392 3.383
C -0.417 4.617 2.210
C -0.159 3.703 1.150
N 0.712 2.685 1.287
C 1.362 2.500 2.507
O 2.122 1.575 2.693
N -0.745 3.867 -0.025
H 1.506 3.930 5.500
H 2.702 2.842 4.749
H 1.141 2.199 5.273
H 0.015 5.004 4.255
H -1.126 5.419 2.089
H -1.550 4.470 -0.080
H -0.692 3.114 -0.699
*
```



# 4
Here is a molecular structure, C11H9I at a distorted geometry from OMol25. Energies are from ωB97M-V/def2-TZVPD.

- lowest unoccupied orbital energy (alpha / beta) (eV) = -1.316 / -1.315
- F_max (eV/A) = 4.357
- HOMO-LUMO gap (alpha / beta) (eV) = 7.597 / 7.598
- E_HOMO (alpha / beta) (eV) = -8.91 / -8.91
- total energy (hartree) = -722.118439

```
! RIJCOSX wB97M-V def2-TZVPD def2/J DEFGRID3
* xyz 0 1
C -0.016 2.117 -1.662
C -0.790 2.525 -0.582
C 0.565 0.884 -1.711
C -1.009 1.688 0.449
C 0.442 0.046 -0.612
C -0.388 0.428 0.420
C -0.142 -2.245 -0.440
C -0.930 -1.923 0.589
C 1.194 -1.085 1.238
C 1.070 -1.290 -0.301
C -0.292 -0.826 1.273
I -1.243 -0.360 3.938
H 0.118 2.892 -2.389
H -1.297 3.427 -0.482
H 1.167 0.729 -2.624
H -1.657 2.096 1.201
H -0.119 -2.902 -1.246
H -1.816 -2.310 0.903
H 1.457 -1.914 1.712
H 1.824 -0.296 1.350
H 1.862 -1.681 -1.025
*
```



# 5
Here is a molecular structure, C25H28BeO3SSbSe2 from OMol25. Energies are from ωB97M-V/def2-TZVPD.

- lowest unoccupied orbital energy (eV) = 2.527
- F_max (eV/A) = 0.243
- HOMO-LUMO gap (eV) = 6.696
- E_HOMO (eV) = -4.17
- energy relative to the best compared isomer or geometry (same formula, charge and spin) (eV) = 0.0328
- total energy (hartree) = -6651.333531

```
! RIJCOSX wB97M-V def2-TZVPD def2/J DEFGRID3
* xyz -1 1
Be 1.178 0.857 1.777
O -0.379 4.059 -0.463
C 0.807 3.989 0.315
C 0.580 4.243 1.810
C 0.231 5.733 1.951
O -0.119 6.137 3.275
C 1.887 3.998 2.569
Se 2.423 2.150 3.004
C -0.603 3.431 2.374
Se -0.925 1.623 1.656
H -0.856 3.234 -0.269
H 1.480 4.761 -0.074
H 1.301 3.023 0.183
H -0.580 5.967 1.252
H 1.101 6.337 1.682
H -0.808 5.540 3.585
H 1.835 4.519 3.524
H 2.705 4.445 1.999
H -1.535 3.968 2.182
H -0.480 3.319 3.452
S 2.049 0.466 -0.246
Sb 0.459 -1.131 -0.676
C 1.348 -3.023 -1.011
C 2.550 -3.298 -0.368
C 3.172 -4.524 -0.554
C 2.594 -5.482 -1.376
C 1.394 -5.212 -2.018
C 0.774 -3.982 -1.837
C -1.520 -1.549 -0.027
C -1.769 -2.728 0.667
C -3.073 -3.071 0.999
C -4.122 -2.228 0.655
C -3.870 -1.047 -0.028
C -2.570 -0.712 -0.379
C -0.183 -0.653 -2.678
C -1.195 -1.376 -3.307
C -1.603 -1.055 -4.594
C -1.011 0.009 -5.262
C -0.016 0.747 -4.639
C 0.397 0.416 -3.353
H 2.994 -2.548 0.275
H 4.109 -4.734 -0.053
H 3.080 -6.439 -1.518
H 0.940 -5.956 -2.661
H -0.159 -3.778 -2.347
H -0.949 -3.371 0.958
H -3.267 -3.991 1.535
H -5.137 -2.490 0.926
H -4.683 -0.379 -0.282
H -2.375 0.214 -0.906
H -1.698 -2.182 -2.784
H -2.391 -1.626 -5.070
H -1.335 0.270 -6.262
H 0.437 1.589 -5.147
H 1.168 0.997 -2.860
C 1.074 -1.177 3.841
C 1.034 -0.833 2.379
O 0.831 -1.796 1.604
H 0.877 -2.236 4.030
H 0.348 -0.546 4.359
H 2.052 -0.888 4.234
*
```



# 6
Here is a molecular structure, C9H9NS at a distorted geometry from OMol25. Energies are from ωB97M-V/def2-TZVPD.

- lowest unoccupied orbital energy (alpha / beta) (eV) = 0.870 / -2.468
- F_max (eV/A) = 8.320
- HOMO-LUMO gap (alpha / beta) (eV) = 6.236 / 6.801
- E_HOMO (alpha / beta) (eV) = -5.37 / -9.27
- energy relative to the best compared isomer or geometry (same formula, charge and spin) (eV) = 1.4248
- total energy (hartree) = -801.040826

```
! RIJCOSX wB97M-V def2-TZVPD def2/J DEFGRID3
* xyz 0 3
C 2.382 -1.020 0.246
C 1.594 -2.143 0.081
C 1.974 0.350 0.102
C 0.263 -1.805 0.015
C 0.665 0.553 -0.213
C -0.175 -0.546 -0.232
C -1.275 2.092 0.293
C 0.036 1.846 -0.420
C -2.076 0.084 -0.366
N -2.112 1.203 0.558
S -3.203 -1.177 -0.024
H 3.341 -1.297 0.574
H 1.893 -3.204 0.139
H 2.597 1.305 0.136
H -0.451 -2.703 0.069
H -1.375 3.027 0.863
H 0.776 2.627 -0.062
H -0.134 1.941 -1.465
H -2.146 0.382 -1.403
H -2.573 -1.515 1.109
*
```